Molecular formula: C38H74F3N2O14S6
Method: DFT, ωB97M-V/def2-TZVPD

Its total energy is -5343.6828 a.u. Its expectation value of S² is 0.75. As for the maximum force: 3.20 eV/A. The value obtained for the LUMO energy (alpha / beta) is 0.48 / 0.48 eV. The HOMO energy (alpha / beta) is -7.56 / -8.61 eV. For the gap between HOMO and LUMO (alpha / beta), the calculation gives 8.0 / 9.1 eV.

```
! wB97M-V def2-TZVPD RIJCOSX def2/J DEFGRID3
* xyz 0 2
C -1.181 2.737 -1.612
C -2.062 2.391 -0.324
C -2.228 3.802 0.484
C -1.247 1.412 0.682
C -1.592 -0.131 0.458
C -2.514 -0.622 1.686
N -3.591 0.348 2.046
C -0.280 -1.071 0.530
C 0.840 -0.672 -0.525
O 1.020 -1.825 -1.401
C 1.646 -1.379 -2.621
C 2.338 -2.621 -3.355
F 2.063 -2.537 -4.731
F 1.802 -3.792 -2.829
F 3.726 -2.543 -3.176
C -2.267 -0.362 -0.970
C -3.492 0.610 -1.303
C -4.844 -0.144 -0.808
C -3.676 0.742 -2.906
N -3.446 1.925 -0.608
O -4.175 2.833 -1.189
H -0.086 2.676 -1.281
H -1.284 2.013 -2.473
H -1.359 3.820 -1.881
H -2.586 4.609 -0.234
H -1.185 4.150 0.839
H -2.957 3.722 1.344
H -1.494 1.788 1.729
H -0.122 1.601 0.569
H -3.011 -1.616 1.411
H -1.853 -0.799 2.589
H -3.399 0.616 3.024
H -4.505 -0.130 2.108
H -0.622 -2.142 0.325
H 0.124 -1.063 1.601
H 1.816 -0.531 0.049
H 0.610 0.284 -1.089
H 0.833 -0.926 -3.267
H 2.439 -0.605 -2.369
H -1.489 -0.181 -1.796
H -2.626 -1.427 -1.132
H -5.158 -0.794 -1.697
H -5.697 0.582 -0.629
H -4.665 -0.859 0.046
H -4.763 0.629 -3.221
H -3.054 -0.069 -3.419
H -3.307 1.731 -3.311
C 1.404 3.182 5.331
C 2.234 2.403 4.310
C 1.384 2.255 3.047
S 0.274 3.662 3.019
O -1.081 3.183 3.173
O 0.661 4.551 1.947
C 0.810 4.361 4.571
H 2.010 3.514 6.176
H 0.602 2.544 5.719
H 3.144 2.964 4.077
H 2.539 1.428 4.695
H 1.998 2.262 2.146
H 0.778 1.348 3.077
H -0.034 4.821 5.082
H 1.572 5.112 4.354
C -4.247 -5.058 -3.866
C -4.955 -6.099 -2.994
C -4.910 -5.596 -1.550
S -4.844 -3.811 -1.644
O -3.569 -3.369 -1.127
O -6.098 -3.262 -1.177
C -4.797 -3.708 -3.425
H -4.420 -5.234 -4.929
H -3.168 -5.099 -3.687
H -5.996 -6.196 -3.317
H -4.492 -7.083 -3.083
H -5.796 -5.895 -0.992
H -4.012 -5.940 -1.035
H -4.175 -2.868 -3.733
H -5.821 -3.566 -3.778
C 8.277 -1.501 -2.949
C 7.566 -2.550 -2.090
C 7.615 -2.064 -0.639
S 7.687 -0.277 -0.713
O 8.964 0.155 -0.191
O 6.436 0.272 -0.236
C 7.732 -0.155 -2.492
H 8.103 -1.663 -4.013
H 9.350 -1.549 -2.772
H 6.524 -2.640 -2.413
H 8.027 -3.534 -2.191
H 6.728 -2.366 -0.083
H 8.512 -2.417 -0.129
H 8.358 0.686 -2.790
H 6.709 -0.005 -2.842
C 13.309 0.744 -5.277
C 13.046 1.689 -4.102
C 11.943 1.061 -3.247
S 12.068 -0.708 -3.488
O 10.873 -1.167 -4.162
O 12.547 -1.323 -2.273
C 13.401 -0.652 -4.673
H 14.222 1.009 -5.814
H 12.475 0.792 -5.984
H 13.959 1.792 -3.507
H 12.762 2.686 -4.442
H 12.072 1.291 -2.190
H 10.952 1.378 -3.577
H 13.279 -1.447 -5.408
H 14.337 -0.784 -4.128
C -2.295 7.586 8.474
C -2.870 6.279 7.922
C -2.846 6.377 6.394
S -1.496 7.478 5.985
O -2.040 8.670 5.380
O -0.431 6.718 5.366
C -1.033 7.857 7.666
H -2.080 7.515 9.542
H -3.015 8.397 8.327
H -2.246 5.441 8.247
H -3.882 6.096 8.289
H -2.674 5.406 5.931
H -3.767 6.815 6.007
H -0.692 8.889 7.734
H -0.229 7.176 7.952
C -10.682 -4.655 -0.959
C -11.280 -5.748 -0.069
C -10.314 -6.936 -0.090
S -8.688 -6.252 -0.395
O -8.225 -6.720 -1.683
O -7.887 -6.376 0.802
C -9.214 -4.556 -0.564
H -11.196 -3.702 -0.831
H -10.768 -4.948 -2.011
H -11.377 -5.371 0.954
H -12.275 -6.044 -0.405
H -10.310 -7.468 0.861
H -10.548 -7.626 -0.901
H -8.601 -4.050 -1.309
H -9.100 -4.073 0.408
*
```

Atomic partial charges in e from the Löwdin method, atoms 1 to 99: -0.02 -0.39 -0.05 -0.07 -0.35 -0.21 0.00 -0.10 -0.19 -0.17 -0.09 -0.42 0.07 0.10 0.07 -0.07 -0.40 -0.04 -0.05 -0.14 -0.03 0.09 0.07 0.09 0.08 0.06 0.09 0.08 0.11 0.12 0.11 0.07 0.07 0.13 0.11 0.13 0.11 0.14 0.14 0.11 0.10 0.06 0.10 0.06 0.08 0.08 0.07 -0.22 -0.22 -0.23 0.68 -0.34 -0.32 -0.24 0.12 0.12 0.12 0.11 0.11 0.10 0.06 0.12 -0.22 -0.21 -0.21 0.67 -0.33 -0.33 -0.23 0.12 0.12 0.11 0.12 0.07 0.11 0.10 0.11 -0.23 -0.21 -0.22 0.67 -0.33 -0.34 -0.23 0.12 0.08 0.11 0.12 0.10 0.11 0.10 0.11 -0.22 -0.22 -0.22 0.68 -0.33 -0.32 -0.23


Molecular formula: ClN2O2
Method: DFT, ωB97M-V/def2-TZVPD

Its total energy is -720.0967 a.u. As for the maximum force: 2.35 eV/A. The value obtained for the LUMO energy is 4.20 eV. The HOMO energy is -2.53 eV. For the gap between HOMO and LUMO, the calculation gives 6.7 eV. For the energy above the lowest of the compared OMol25 structures with the same formula, charge and spin, the calculation gives 4.4 kcal/mol.

```
! wB97M-V def2-TZVPD RIJCOSX def2/J DEFGRID3
* xyz -1 1
N -1.006 -1.256 -0.030
N -1.283 -0.183 0.008
O 1.300 0.683 -0.078
O -1.731 0.884 0.051
Cl 2.720 -0.127 0.049
*
```

The net atomic charges from natural (NBO), expressed in e, are: -0.11 0.46 -1.00 -0.37 0.01


Molecular formula: C7H4Cl2N2O2
Method: DFT, ωB97M-V/def2-TZVPD

Its total energy is -1449.3461 a.u. As for the maximum force: 3.49 eV/A. The value obtained for the LUMO energy is -0.74 eV. The HOMO energy is -9.64 eV. The SMILES is N#C[C@@H]1C=CC=C(Cl)[C@@]1(Cl)[N+](=O)[O-]. For the gap between HOMO and LUMO, the calculation gives 8.9 eV. For the energy above the lowest of the compared OMol25 structures with the same formula, charge and spin, the calculation gives 90.4 kcal/mol.

```
! wB97M-V def2-TZVPD RIJCOSX def2/J DEFGRID3
* xyz 0 1
N 1.282 0.352 -3.048
C 0.521 0.071 -2.260
C -0.451 -0.226 -1.172
C -0.809 1.163 -0.706
C -0.170 1.822 0.281
C 0.925 1.210 1.017
C 1.079 -0.136 1.019
Cl 2.245 -0.944 2.114
C 0.159 -1.085 0.128
Cl 0.934 -2.574 -0.362
N -0.930 -1.608 0.975
O -0.796 -1.626 2.159
O -1.947 -1.827 0.377
H -1.336 -0.819 -1.425
H -1.579 1.588 -1.393
H -0.506 2.868 0.425
H 1.379 1.773 1.869
*
```

The net atomic charges from natural (NBO), expressed in e, are: -0.27 0.27 -0.36 -0.16 -0.22 -0.24 0.01 0.03 0.03 0.07 0.51 -0.32 -0.37 0.30 0.23 0.24 0.25


Molecular formula: C5H12N
Method: DFT, ωB97M-V/def2-TZVPD

Its total energy is -252.1134 a.u. As for the maximum force: 4.24 eV/A. The value obtained for the LUMO energy is -3.18 eV. The HOMO energy is -15.18 eV. For the gap between HOMO and LUMO, the calculation gives 12.0 eV. For the energy above the lowest of the compared OMol25 structures with the same formula, charge and spin, the calculation gives 73.9 kcal/mol.

```
! wB97M-V def2-TZVPD RIJCOSX def2/J DEFGRID3
* xyz 1 1
C 1.058 1.152 -1.472
C 0.924 0.711 -0.260
C 1.711 0.037 0.820
C -0.861 -1.294 -0.581
C -1.441 0.231 1.152
N -0.834 0.144 -0.168
H 0.335 1.259 -2.278
H 2.090 1.507 -1.723
H 1.658 -1.105 0.628
H 1.324 0.363 1.799
H 2.744 0.346 0.574
H -1.602 -1.359 -1.504
H 0.156 -1.509 -1.042
H -1.181 -1.884 0.249
H -0.930 -0.524 1.909
H -1.513 1.251 1.631
H -2.448 -0.118 1.249
H -1.191 0.792 -0.984
*
```

The net atomic charges from natural (NBO), expressed in e, are: -0.44 0.30 -0.71 -0.43 -0.46 -0.46 0.25 0.27 0.26 0.26 0.28 0.24 0.24 0.24 0.23 0.25 0.24 0.45